{"formula": "C12H29BN7O5", "method": "the ωB97M-V functional and the def2-TZVPD basis", "orbital_gap_ha": 0.3016, "total_energy_ha": -1258.82631, "lumo_ha": -0.1068, "charge": 1, "species": ["C", "O", "B", "O", "N", "C", "N", "C", "N", "N", "H", "H", "H", "H", "H", "H", "H", "H", "C", "O", "N", "C", "C", "H", "H", "H", "H", "H", "H", "H", "C", "O", "N", "C", "C", "H", "H", "H", "H", "H", "H", "H", "C", "O", "N", "C", "C", "H", "H", "H", "H", "H", "H", "H"], "coordinates": [[1.338665, -0.164204, 0.243405], [0.499928, -1.356721, 0.260428], [-0.670101, -1.219532, -0.522872], [-0.743348, -0.564577, -1.812409], [-1.974339, -1.836032, -0.037458], [-3.152246, -1.211070, -0.122594], [-4.419952, -1.809464, 0.302111], [-5.359363, -0.778817, -0.030497], [-4.750058, 0.380816, -0.584320], [-3.420167, 0.105490, -0.623746], [0.945824, 0.693086, -0.389149], [1.383531, 0.231628, 1.322884], [2.382043, -0.436903, -0.152414], [-0.735260, -1.259842, -2.503079], [-1.960866, -2.794036, 0.335592], [-6.486696, -0.759152, 0.072939], [-5.130113, 1.281862, -0.902386], [-2.745025, 0.797885, -0.978534], [2.139224, -5.312977, -1.546307], [1.000123, -5.167726, -1.952024], [2.585540, -4.940963, -0.315332], [3.958729, -5.144010, 0.100062], [1.654489, -4.322157, 0.606209], [2.921972, -5.772901, -2.170046], [3.972649, -5.784714, 0.985213], [4.404950, -4.176077, 0.342278], [4.540106, -5.617128, -0.692263], [0.826364, -5.010969, 0.793894], [1.257624, -3.411613, 0.153050], [2.149142, -4.078623, 1.546829], [5.142758, 0.357790, -0.636619], [4.003972, 0.493005, -1.052247], [5.581084, 0.738325, 0.593716], [6.954820, 0.542868, 1.013719], [4.646930, 1.358480, 1.513471], [5.931910, -0.100802, -1.252932], [6.969009, -0.093547, 1.901851], [7.396158, 1.513348, 1.252393], [7.540187, 0.068522, 0.225124], [3.820914, 0.669557, 1.705347], [4.245786, 2.267767, 1.059151], [5.142586, 1.606073, 2.452159], [-5.534632, 4.249436, -1.328954], [-6.120187, 3.178741, -1.417736], [-5.339235, 4.942248, -0.178554], [-4.633700, 6.209300, -0.155377], [-5.851644, 4.399921, 1.066130], [-5.107417, 4.749124, -2.212103], [-3.759567, 6.118455, 0.493643], [-5.300465, 6.981085, 0.235335], [-4.307246, 6.492696, -1.156701], [-5.401814, 3.419617, 1.243396], [-6.934235, 4.278406, 0.986033], [-5.618386, 5.065116, 1.897237]], "forces_ev_per_angstrom": [[1.577, 0.836, 0.379], [-3.048, 1.389, -1.590], [1.381, -0.201, -0.542], [0.224, -1.173, 2.010], [0.834, 0.585, -0.317], [-4.365, 0.920, -0.052], [0.101, 5.233, -2.421], [2.635, 0.387, -0.419], [-0.992, -3.881, 1.788], [1.915, -2.163, 0.697], [0.291, -1.292, 0.523], [0.062, -0.768, -1.581], [-1.760, 0.510, 0.749], [-0.115, 0.607, 0.288], [-0.366, 0.776, 0.085], [1.740, -0.426, 0.040], [-0.181, -0.151, 0.059], [-0.515, -0.758, 0.139], [0.150, 0.112, 0.362], [0.015, 0.184, 0.247], [0.002, -0.306, -0.713], [-0.225, 0.081, 0.130], [-0.230, -0.059, -0.291], [0.048, 0.000, 0.058], [0.203, 0.037, -0.027], [0.157, -0.113, 0.040], [-0.123, 0.044, 0.032], [-0.008, 0.104, 0.116], [0.045, -0.152, 0.241], [0.028, -0.053, -0.135], [0.320, 0.159, 0.435], [0.155, 0.095, 0.206], [-0.119, -0.331, -0.799], [-0.153, 0.105, 0.141], [-0.187, -0.002, -0.233], [0.042, 0.020, 0.053], [0.190, 0.043, -0.027], [0.146, -0.129, 0.035], [-0.124, 0.052, 0.030], [0.002, 0.145, 0.113], [-0.064, -0.027, 0.154], [0.021, -0.067, -0.142], [0.256, 0.756, 0.583], [0.285, -0.586, 0.334], [-0.055, -0.482, -0.960], [-0.066, -0.010, 0.170], [-0.174, -0.190, -0.141], [-0.042, 0.029, 0.037], [-0.009, 0.173, -0.055], [0.165, 0.073, -0.039], [-0.074, -0.091, 0.072], [-0.100, 0.043, 0.152], [0.079, -0.055, 0.150], [0.024, -0.031, -0.161]], "mulliken_charge": [-0.4835, -0.4551, 0.3695, -0.5213, -0.0844, 0.3647, -0.5295, -0.0487, -0.0824, 0.0591, 0.2503, 0.2775, 0.1724, 0.3270, 0.3036, 0.3934, 0.3148, 0.2542, 0.0919, -0.5808, 0.1702, -0.9188, -0.6509, 0.2888, 0.3306, 0.3042, 0.3117, 0.3194, 0.0680, 0.3593, 0.0917, -0.6132, 0.1205, -0.9401, -0.7743, 0.3337, 0.3454, 0.3427, 0.2954, 0.1432, 0.3020, 0.3853, 0.0904, -0.6773, 0.1145, -0.9091, -0.8575, 0.3318, 0.3444, 0.3410, 0.2949, 0.2349, 0.3085, 0.3755]}

=====

{"formula": "C12H29I3N3O3P2S", "method": "the ωB97M-V functional and the def2-TZVPD basis", "orbital_gap_ha": 0.2639, "total_energy_ha": -2838.40095, "lumo_ha": -0.1441, "charge": 1, "species": ["C", "C", "I", "C", "I", "P", "I", "P", "S", "H", "H", "H", "H", "H", "H", "H", "H", "C", "C", "O", "N", "C", "H", "H", "H", "H", "H", "H", "H", "C", "C", "O", "N", "C", "H", "H", "H", "H", "H", "H", "H", "C", "C", "O", "N", "C", "H", "H", "H", "H", "H", "H", "H"], "coordinates": [[4.508521, -1.687823, 2.302619], [4.165726, -0.352023, 1.678312], [4.124671, -0.509455, -0.463554], [2.855603, 0.223064, 2.262527], [2.969100, 2.324254, 2.545330], [1.336401, -0.234749, 1.352490], [0.474437, 1.337015, -0.188772], [-0.226329, -0.585907, 2.884010], [-0.119164, -2.426364, 3.436129], [4.526480, -1.583607, 3.390602], [3.798070, -2.476885, 2.059805], [5.495507, -2.020753, 1.988998], [4.957722, 0.368454, 1.851516], [2.715180, -0.201293, 3.261451], [1.471539, -1.473295, 0.723050], [-1.377809, -0.202020, 2.182419], [0.036416, 0.410372, 3.838210], [-1.902781, 2.603828, -4.900819], [-0.887071, 2.273178, -3.841412], [-1.122411, 2.447217, -2.646112], [0.306693, 1.776646, -4.246353], [0.749435, 1.512440, -5.602694], [-2.798760, 2.997566, -4.430964], [-1.513945, 3.359447, -5.584162], [-2.161669, 1.713572, -5.475741], [0.950154, 1.579741, -3.496533], [0.993488, 0.457225, -5.731045], [1.634762, 2.102624, -5.841492], [-0.034068, 1.770666, -6.306168], [2.315531, -4.789396, 4.624456], [3.457676, -5.366312, 3.819036], [4.161195, -4.646951, 3.119960], [3.675007, -6.697195, 3.889775], [2.945514, -7.686139, 4.659909], [2.293502, -3.719609, 4.446102], [1.362739, -5.220959, 4.314320], [2.447073, -4.968058, 5.691996], [4.450395, -7.012216, 3.326853], [3.606202, -8.186928, 5.368038], [2.510190, -8.440607, 4.004008], [2.143719, -7.212018, 5.216474], [-4.503035, 5.056437, -1.961481], [-5.199800, 4.685664, -3.251438], [-4.572631, 4.439540, -4.270426], [-6.555132, 4.636169, -3.242227], [-7.456390, 4.898515, -2.139091], [-3.432980, 5.044286, -2.145005], [-4.799521, 6.051366, -1.627890], [-4.736100, 4.341121, -1.171796], [-6.955392, 4.385332, -4.133060], [-8.064261, 4.020030, -1.917427], [-8.126258, 5.726749, -2.374080], [-6.893146, 5.158042, -1.248656]], "forces_ev_per_angstrom": [[-0.024, -0.051, 0.040], [-0.009, -0.054, 0.162], [0.019, 0.088, -0.074], [0.318, -0.257, -0.175], [-0.134, 0.080, 0.060], [-0.212, 0.746, 0.015], [-0.228, -0.068, -0.478], [-0.020, -1.041, 0.100], [0.051, 0.217, 0.054], [0.016, -0.012, 0.009], [-0.018, -0.028, -0.003], [-0.032, -0.043, -0.064], [0.012, 0.036, 0.038], [0.008, 0.020, -0.010], [0.031, -0.125, 0.115], [0.027, 0.351, 0.037], [-0.061, 0.258, -0.173], [-0.064, -0.011, 0.109], [-0.013, 0.025, -0.150], [0.282, -0.127, 0.379], [-0.057, -0.004, 0.057], [0.066, -0.012, 0.061], [0.021, 0.040, 0.012], [-0.002, -0.029, -0.038], [0.033, 0.017, -0.044], [0.025, 0.016, -0.022], [-0.033, -0.006, -0.018], [-0.021, 0.025, -0.020], [0.004, -0.002, -0.011], [0.045, -0.049, 0.005], [-0.004, 0.086, 0.000], [-0.023, 0.021, -0.027], [0.003, -0.032, -0.003], [0.081, -0.012, -0.054], [0.014, 0.002, 0.005], [-0.012, -0.017, 0.052], [-0.025, -0.046, -0.003], [-0.001, 0.002, 0.008], [-0.018, 0.014, 0.032], [-0.037, 0.009, 0.008], [-0.005, -0.008, 0.007], [0.037, -0.019, -0.039], [-0.013, 0.036, 0.030], [0.014, -0.038, 0.004], [0.000, -0.021, 0.000], [-0.024, -0.016, -0.094], [-0.002, -0.013, -0.019], [-0.014, -0.012, 0.027], [-0.022, 0.026, 0.020], [0.003, 0.013, 0.000], [0.015, -0.005, 0.036], [0.015, 0.024, 0.029], [-0.009, 0.004, 0.010]], "mulliken_charge": [-1.4109, -0.5283, 0.2033, -0.5621, 0.2563, -0.1415, 0.3941, 0.1724, -0.2770, 0.3487, 0.4014, 0.4128, 0.6603, 0.4791, 0.2907, 0.1289, 0.1414, -1.1217, 0.8867, -0.5801, -0.0869, -0.8638, 0.0358, 0.4029, 0.3721, 0.0714, 0.2899, 0.2949, 0.3350, -0.9808, 0.7453, -0.6168, -0.1953, -0.8412, 0.0572, 0.3566, 0.3478, 0.2414, 0.2914, 0.2871, 0.3156, -1.2704, 0.7838, -0.6679, -0.1663, -0.8192, 0.2725, 0.3807, 0.3527, 0.2401, 0.2831, 0.2869, 0.3101]}